Run P
19
Properties=species:S:1:pos:R:3 method="wB97M-V/def2-TZVPD" charge=+1 smiles="C[NH2+][C@@H]1CC(=O)N1C" gap_ev=10.21 molar_mass_g_mol=115.2 spin_multiplicity=1
C -2.20 -0.58 0.13
N -0.82 -0.05 0.66
C 0.20 -0.20 -0.38
C 0.89 -1.56 -0.38
C 2.29 -0.76 -0.09
O 3.40 -1.09 0.20
N 1.63 0.40 0.07
C 1.97 1.75 0.24
H -2.80 0.13 -0.21
H -1.86 -1.28 -0.62
H -2.73 -1.17 0.89
H -0.55 -0.67 1.48
H -0.70 0.89 0.96
H -0.14 0.34 -1.33
H 0.79 -2.19 -1.32
H 0.59 -2.32 0.37
H 1.57 2.03 1.11
H 3.01 1.92 0.07
H 1.51 2.45 -0.43

Run Q
19
Properties=species:S:1:pos:R:3 method="wB97M-V/def2-TZVPD" charge=+1 gap_ev=8.46 molar_mass_g_mol=115.2 spin_multiplicity=1
C 0.99 -0.79 0.61
C 0.13 0.42 0.08
C -2.07 0.20 -1.09
C 2.47 -0.63 0.65
C -0.77 0.96 1.17
N 0.40 -1.72 1.17
N -0.60 -0.09 -1.22
O -2.25 0.82 -2.25
H 0.84 1.15 -0.34
H -0.56 -1.82 1.17
H 2.96 -1.55 0.87
H 2.65 0.17 1.48
H 2.79 -0.34 -0.42
H -0.18 1.37 1.98
H -1.36 0.18 1.49
H -1.45 1.69 0.62
H -0.13 0.31 -2.03
H -0.77 -1.06 -1.31
H -3.12 0.73 -2.63

Most stable: run P (next structure +47.2 kcal/mol)

Run P
12
Properties=species:S:1:pos:R:3 method="wB97M-V/def2-TZVPD" charge=-1 gap_ev=6.58 molar_mass_g_mol=78.2 spin_multiplicity=1
S -0.59 1.40 1.99
H -0.20 0.31 2.67
C 1.54 -0.63 -1.70
C 0.06 -0.44 -1.49
N -0.51 -1.63 -0.86
H 1.77 -1.64 -2.03
H 2.13 -0.47 -0.79
H 1.95 0.07 -2.43
H -0.57 -0.22 -2.34
H -0.09 0.40 -0.79
H -1.51 -1.65 -0.77
H -0.01 -1.94 -0.04

Run Q
12
Properties=species:S:1:pos:R:3 method="wB97M-V/def2-TZVPD" charge=-1 gap_ev=6.31 molar_mass_g_mol=78.2 spin_multiplicity=1
S 1.83 2.59 2.23
H 2.35 1.47 2.77
C -0.20 -1.20 -1.21
C -0.82 -0.51 0.00
N -0.74 0.97 -0.07
H 0.82 -0.84 -1.36
H -0.09 -2.27 -1.02
H -0.75 -0.95 -2.11
H -1.86 -0.83 0.11
H -0.29 -0.85 0.89
H -0.08 1.24 0.66
H -0.18 1.17 -0.89

Most stable: run Q (next structure +3.2 kcal/mol)

Run P
12
Properties=species:S:1:pos:R:3 method="wB97M-V/def2-TZVPD" charge=-1 gap_ev=6.73 molar_mass_g_mol=78.2 spin_multiplicity=1
S -0.93 1.89 -0.52
H -0.16 2.77 0.14
C -0.64 -1.22 -0.03
N 0.66 -1.79 0.40
C 1.68 -0.70 0.45
H -1.10 -0.58 0.73
H -1.27 -2.12 -0.03
H -0.51 -0.69 -0.96
H 0.57 -2.07 1.37
H 2.31 -0.85 -0.42
H 1.20 0.29 0.45
H 2.22 -0.59 1.40

Run Q
12
Properties=species:S:1:pos:R:3 method="wB97M-V/def2-TZVPD" charge=-1 gap_ev=6.99 molar_mass_g_mol=78.2 spin_multiplicity=1
S -1.23 0.14 2.62
H -1.34 0.91 1.31
C 1.11 -0.28 0.19
C -0.15 -0.60 -0.66
N -0.59 0.66 -1.34
H 2.05 -0.51 -0.27
H 1.02 -1.21 0.84
H 0.93 0.61 0.75
H -0.85 -0.69 0.20
H -0.15 -1.37 -1.39
H 0.29 1.11 -1.70
H -1.07 1.23 -0.55

Run R
12
Properties=species:S:1:pos:R:3 method="wB97M-V/def2-TZVPD" charge=-1 gap_ev=6.77 molar_mass_g_mol=78.2 spin_multiplicity=1
S 2.80 -0.38 -1.16
H 3.35 0.07 -2.25
C -0.10 -0.84 1.04
N -0.05 0.45 0.36
C -1.33 0.86 -0.19
H -0.03 -0.69 2.12
H -1.00 -1.43 0.81
H 0.75 -1.45 0.72
H 0.62 0.35 -0.43
H -1.93 0.11 -0.73
H -1.17 1.67 -0.90
H -1.92 1.29 0.62

Most stable: run R (next structure +13.1 kcal/mol)

Run P
22
Properties=species:S:1:pos:R:3 method="wB97M-V/def2-TZVPD" charge=-1 gap_ev=7.02 molar_mass_g_mol=120.2 spin_multiplicity=1
C -1.19 -1.07 -1.27
C -0.24 0.20 -1.21
C 1.16 -0.49 -0.69
C 1.64 0.09 0.65
C 0.86 -0.76 1.71
O -0.48 -0.63 1.88
N -0.04 0.73 -2.46
H -1.20 -1.36 -0.21
H -2.21 -0.85 -1.30
H -0.85 -1.83 -1.91
H -0.59 0.93 -0.48
H 0.96 -1.60 -0.72
H 2.03 -0.15 -1.30
H 1.53 1.19 0.69
H 2.67 -0.15 0.93
H 0.93 -2.03 1.53
H 1.42 -0.71 2.56
H -0.78 1.25 -2.82
H 0.89 1.19 -2.59
H -1.16 0.82 1.70
H -1.41 2.20 1.86
O -1.43 1.65 1.14

Run Q
22
Properties=species:S:1:pos:R:3 method="wB97M-V/def2-TZVPD" charge=-1 gap_ev=7.04 molar_mass_g_mol=120.2 spin_multiplicity=1
C 1.53 -0.22 1.70
C 0.65 0.08 0.40
C -0.75 0.54 0.83
C -1.54 -0.55 1.55
N 1.40 0.97 -0.47
C 1.02 0.68 -1.93
O -0.32 0.90 -2.05
H 1.64 -1.30 1.75
H 2.51 0.21 1.51
H 1.09 0.18 2.61
H 0.53 -0.93 0.00
H -0.60 1.39 1.52
H -1.34 0.83 -0.03
H -2.52 -0.16 1.84
H -0.95 -0.87 2.42
H -1.62 -1.49 0.98
H 1.00 1.89 -0.29
H 1.53 1.44 -2.54
H 1.29 -0.38 -2.08
H -1.02 -0.50 -2.78
H -2.07 -1.30 -2.10
O -1.46 -1.41 -2.84

Most stable: run Q (next structure +43.8 kcal/mol)

Run P
26
Properties=species:S:1:pos:R:3 method="wB97M-V/def2-TZVPD" charge=+1 smiles="CC1=C(C)[C@H](C)[n+]2ccccc21" gap_ev=8.78 molar_mass_g_mol=160.2 spin_multiplicity=1
C 1.24 2.47 -0.10
C 0.70 1.10 0.07
C 1.44 -0.03 0.29
C 2.91 0.00 0.31
C 0.45 -1.33 0.54
C 0.62 -2.14 -0.69
N -0.87 -0.67 0.40
C -2.07 -1.27 0.37
C -3.22 -0.56 0.08
C -3.12 0.84 -0.21
C -1.90 1.41 -0.12
C -0.72 0.62 0.12
H 2.39 2.25 -0.26
H 1.14 2.96 0.81
H 0.80 2.92 -0.89
H 3.25 0.33 1.32
H 3.25 0.67 -0.57
H 3.19 -1.01 0.06
H 0.76 -1.84 1.50
H -0.08 -2.99 -0.68
H 1.68 -2.59 -0.82
H 0.26 -1.67 -1.63
H -2.04 -2.20 0.87
H -4.10 -1.24 -0.13
H -4.03 1.41 -0.51
H -1.93 2.54 -0.13

Run Q
26
Properties=species:S:1:pos:R:3 method="wB97M-V/def2-TZVPD" charge=+1 gap_ev="5.73 / 7.43" molar_mass_g_mol=160.2 spin_multiplicity=1
C 1.37 1.42 1.28
C 3.10 -0.11 -1.04
C 0.52 2.28 0.64
C 3.67 -0.94 0.08
C -0.22 1.78 -0.56
C -2.81 0.26 0.46
C -2.76 0.16 -0.97
C 1.29 -0.04 0.68
C -0.34 0.41 -0.20
C -1.56 -0.35 -0.13
C -1.36 -1.81 0.15
N 2.37 -0.33 -0.02
H 2.04 1.69 2.08
H 3.06 0.47 -1.87
H 3.70 -2.02 -0.13
H 4.30 -0.80 1.02
H -1.17 2.38 -0.77
H 0.46 1.98 -1.44
H -2.94 1.24 0.84
H -3.31 -0.50 0.90
H -3.41 -0.64 -1.51
H -2.65 1.02 -1.65
H 0.93 -0.78 1.36
H -0.44 -2.25 0.13
H -2.07 -2.46 -0.50
H -1.76 -2.07 1.20

Most stable: run P (next structure +225.4 kcal/mol)

Run P
9
Properties=species:S:1:pos:R:3 method="wB97M-V/def2-TZVPD" charge=-2 gap_ev=5.94 molar_mass_g_mol=126.1 spin_multiplicity=1
O 0.07 1.94 -0.56
O 2.34 0.84 -0.25
O 0.89 1.36 3.86
O -1.17 -2.13 0.00
Si 0.07 -1.39 -0.45
P 0.85 0.80 -0.03
H 0.23 1.53 3.19
H 0.32 -0.85 -1.76
H 1.28 -2.37 -0.52

Run Q
9
Properties=species:S:1:pos:R:3 method="wB97M-V/def2-TZVPD" charge=-2 gap_ev=7.79 molar_mass_g_mol=126.1 spin_multiplicity=1
O 2.66 1.29 0.44
O 2.99 -0.40 -1.41
O 3.28 -1.10 0.97
O -1.72 -0.50 0.13
Si -0.47 -1.35 -0.08
P 2.76 -0.12 0.04
H -0.53 -2.77 0.52
H -0.47 -1.68 -1.45
H 1.08 -0.46 -0.10

Most stable: run Q (next structure +42.7 kcal/mol)

Run P
10
Properties=species:S:1:pos:R:3 method="wB97M-V/def2-TZVPD" charge=0 smiles="CSC(=S)C=O" gap_ev=7.98 molar_mass_g_mol=120.2 spin_multiplicity=1
C 1.50 -0.70 0.09
S -0.18 -1.50 -0.07
C -1.38 -0.28 -0.06
S -3.00 -0.53 0.06
C -0.91 1.23 -0.13
O 0.22 1.58 0.06
H 1.71 -0.05 -0.76
H 1.60 -0.13 1.02
H 2.20 -1.57 0.05
H -1.75 1.96 -0.27

Run Q
10
Properties=species:S:1:pos:R:3 method="wB97M-V/def2-TZVPD" charge=0 smiles="O=C1SCCS1" gap_ev=10.09 molar_mass_g_mol=120.2 spin_multiplicity=1
O -2.29 -0.56 0.14
C -1.07 -0.34 -0.05
S -0.47 1.45 0.04
C 1.32 0.87 -0.44
C 1.65 -0.10 0.52
S 0.42 -1.43 -0.16
H 2.00 1.58 -0.24
H 1.32 0.61 -1.52
H 2.76 -0.74 0.69
H 1.58 0.17 1.61

Run R
10
Properties=species:S:1:pos:R:3 method="wB97M-V/def2-TZVPD" charge=0 smiles="O=C(C=S)CS" gap_ev=7.41 molar_mass_g_mol=120.2 spin_multiplicity=1
O 1.05 -0.20 1.51
C 0.34 -0.33 0.53
C 0.22 -1.70 -0.18
S 0.09 -1.57 -1.82
C -0.57 0.68 -0.10
S -0.59 2.09 0.98
H 0.38 -2.66 0.32
H -1.57 0.64 -0.54
H -0.06 0.93 -1.10
H 0.94 2.44 1.30

Run S
10
Properties=species:S:1:pos:R:3 method="wB97M-V/def2-TZVPD" charge=0 smiles="OC[C@@H]1SC1=S" gap_ev=8.24 molar_mass_g_mol=120.2 spin_multiplicity=1
O -0.50 -1.05 1.02
C -0.94 0.18 0.58
C 0.01 0.62 -0.62
S 0.31 -0.67 -1.93
C 1.30 -0.11 -0.46
S 2.53 -0.45 0.48
H 0.19 -1.32 0.34
H -0.77 0.98 1.33
H -2.00 0.20 0.30
H -0.15 1.63 -1.03

Most stable: run P (next structure +20.1 kcal/mol)

Run P
17
Properties=species:S:1:pos:R:3 method="wB97M-V/def2-TZVPD" charge=0 gap_ev="5.57 / 9.46" molar_mass_g_mol=140.1 spin_multiplicity=1
C 1.26 -1.66 0.23
C -2.22 0.08 0.57
N 1.33 1.64 -2.49
N 0.37 1.63 -1.66
O 0.30 -0.05 2.47
O 0.71 -0.71 -0.74
O -1.31 0.62 -0.45
P 0.26 0.72 -0.17
H 2.18 -2.01 -0.23
H 0.49 -2.50 0.15
H 1.08 -1.20 1.23
H -2.45 0.89 1.33
H -1.54 -0.62 1.09
H -3.02 -0.32 0.05
H 1.14 0.20 2.89
H 1.41 0.68 -2.76
H 0.00 2.59 -1.51

Run Q
17
Properties=species:S:1:pos:R:3 method="wB97M-V/def2-TZVPD" charge=0 gap_ev="5.71 / 8.00" molar_mass_g_mol=140.1 spin_multiplicity=1
C 0.37 1.53 1.07
C 2.43 -0.29 -1.15
N -2.45 -0.85 -1.09
N -1.23 -0.59 -1.51
O -2.09 -0.64 2.69
O 0.31 0.33 0.85
O 1.13 -0.41 -1.68
P 0.10 -1.14 -0.74
H 1.12 2.26 0.54
H -0.46 2.06 1.59
H -2.49 0.17 3.02
H 2.39 -0.22 0.01
H 2.77 0.71 -1.50
H 3.11 -1.01 -1.53
H -1.42 -0.20 2.07
H -2.38 -1.56 -0.26
H -1.21 -0.16 -2.38

Most stable: run P (next structure +2.9 kcal/mol)

Run P
46
Properties=species:S:1:pos:R:3 method="wB97M-V/def2-TZVPD" charge=0 smiles="CNC(=O)[C@H](C)NC(C)=O.CCOC(=O)c1cnn2ccccc12" gap_ev=8.80 molar_mass_g_mol=334.4 spin_multiplicity=1
C -7.06 0.82 0.39
N -5.67 1.15 0.08
C -4.96 0.56 -0.90
O -5.43 -0.33 -1.60
C -3.51 1.05 -1.14
C -2.49 0.05 -0.60
N -3.22 2.36 -0.54
C -3.65 3.55 -0.96
C -4.47 3.66 -2.23
O -3.39 4.55 -0.31
H -7.14 -0.24 0.61
H -7.69 1.05 -0.46
H -7.40 1.40 1.26
H -5.22 1.88 0.61
H -3.38 1.11 -2.23
H -2.65 -0.93 -1.07
H -2.60 -0.06 0.48
H -1.48 0.39 -0.84
H -2.64 2.37 0.28
H -3.93 3.21 -3.06
H -5.43 3.17 -2.10
H -4.63 4.72 -2.45
C 7.47 -0.21 2.17
C 7.23 -1.15 1.00
O 5.82 -1.24 0.77
C 5.43 -2.00 -0.28
O 6.19 -2.53 -1.09
C 4.01 -2.22 -0.47
C 3.43 -3.00 -1.54
N 2.12 -3.04 -1.45
N 1.83 -2.31 -0.33
C 0.55 -2.10 0.19
C 0.38 -1.35 1.34
C 1.56 -0.76 2.01
C 2.82 -0.98 1.49
C 2.96 -1.79 0.28
H 8.54 -0.13 2.38
H 7.08 0.79 1.94
H 6.96 -0.58 3.07
H 7.64 -2.14 1.23
H 7.74 -0.77 0.11
H 4.01 -3.48 -2.33
H -0.29 -2.55 -0.33
H -0.61 -1.20 1.75
H 1.43 -0.17 2.91
H 3.70 -0.56 1.98

Run Q
46
Properties=species:S:1:pos:R:3 method="wB97M-V/def2-TZVPD" charge=0 smiles="CNC(=O)[C@@H](CC(N)=O)NC(=O)[C@@H](Cc1ccccc1)NC(C)=O" gap_ev=10.12 molar_mass_g_mol=334.4 spin_multiplicity=1
C 3.85 -0.59 0.94
N 2.40 -0.86 1.05
C 1.60 -0.21 1.91
O 2.07 0.53 2.79
C 0.07 -0.46 1.88
C -0.81 0.37 2.86
C -0.90 1.84 2.50
N 0.06 2.65 2.83
O -1.82 2.25 1.80
N -0.52 -0.37 0.57
C -0.63 -1.36 -0.30
O -0.04 -2.41 -0.15
C -1.53 -1.03 -1.50
C -0.63 -0.39 -2.57
C 0.29 0.76 -2.09
C -0.23 1.99 -1.71
C 0.59 3.02 -1.23
C 1.97 2.80 -1.14
C 2.53 1.61 -1.57
C 1.71 0.58 -2.06
N -2.29 -2.15 -2.07
C -3.29 -2.90 -1.53
C -3.54 -2.80 -0.03
O -4.04 -3.51 -2.26
H 4.32 -0.59 1.97
H 4.36 -1.35 0.32
H 3.96 0.37 0.44
H 1.96 -1.49 0.41
H -0.01 -1.52 2.12
H -1.81 -0.04 2.86
H -0.41 0.30 3.84
H 0.94 2.25 3.16
H 0.09 3.57 2.45
H -0.99 0.50 0.35
H -2.22 -0.29 -1.15
H -1.26 -0.01 -3.39
H 0.01 -1.17 -3.01
H -1.29 2.11 -1.75
H 0.21 3.97 -0.90
H 2.56 3.59 -0.73
H 3.59 1.45 -1.53
H 2.12 -0.35 -2.38
H -2.16 -2.26 -3.06
H -4.54 -3.10 0.22
H -2.91 -3.51 0.50
H -3.37 -1.77 0.35

Most stable: run Q (next structure +37.7 kcal/mol)

Run P
19
Properties=species:S:1:pos:R:3 method="wB97M-V/def2-TZVPD" charge=-1 gap_ev="7.23 / 4.87" s2=0.76 molar_mass_g_mol=121.1 spin_multiplicity=2
C 0.30 0.49 -1.05
O 1.35 0.08 -1.84
C -0.26 -0.56 -0.11
C -1.47 -0.04 0.64
C -1.11 0.54 2.25
O -2.00 1.33 2.66
N -0.48 -1.88 -0.92
H -0.52 0.75 -1.64
H 0.58 1.52 -0.64
H 0.56 -0.81 0.68
H -2.12 -0.87 0.81
H -2.15 0.73 0.22
H -1.05 -0.25 2.96
H -0.05 0.84 2.23
H -1.16 -1.79 -1.61
H 0.25 -2.13 -1.51
H 3.42 0.46 -0.38
H 2.35 0.66 -1.56
O 3.55 0.93 -1.18

Run Q
19
Properties=species:S:1:pos:R:3 method="wB97M-V/def2-TZVPD" charge=-1 gap_ev="4.03 / 7.88" s2=0.75 molar_mass_g_mol=121.1 spin_multiplicity=2
C -0.16 0.60 -1.21
N 0.86 0.92 -0.28
C 1.36 2.27 -0.21
C 0.89 0.07 0.86
C -0.35 0.04 1.78
O -1.30 -0.93 1.30
O -0.70 -0.58 -1.16
H -0.06 1.10 -2.17
H 0.54 2.99 -0.40
H 1.84 2.50 0.74
H 2.11 2.45 -0.99
H 1.74 0.32 1.49
H 1.00 -0.95 0.52
H 0.02 -0.31 2.74
H -0.91 0.96 1.91
H -1.17 -0.93 0.31
H -1.91 -2.70 -1.77
H -1.79 -4.21 -1.37
O -2.01 -3.61 -2.08

Most stable: run Q (next structure +50.3 kcal/mol)